DFT (ωB97M-V/def2-TZVPD) results for a structure of composition C2H4ClNO.

Structure (ORCA input):
```
! wB97M-V def2-TZVPD RIJCOSX def2/J DEFGRID3
* xyz 0 1
Cl 2.85490 -0.67511 -0.10929
O 2.36568 0.84415 0.27727
N -0.05415 -0.03489 0.16322
C 0.56588 0.98478 0.13050
C -1.32423 -0.62396 -0.02435
H 0.43928 2.02965 -0.05977
H -2.10750 0.18129 -0.38730
H -1.56833 -1.26950 0.92160
H -1.17154 -1.43642 -0.91187
*
```

Summary:
- HOMO level (eV) = -9.144
- largest force on an atom (hartree/bohr) = 0.0612
- HOMO-LUMO gap (eV) = 9.64
- molar mass (Da) = 93.51